{"formula": "C12H18ClN2O2Re", "method": "the ωB97M-V functional and the def2-TZVPD basis", "elements": ["Re", "C", "C", "O", "C", "C", "C", "C", "C", "C", "O", "H", "H", "H", "H", "H", "H", "H", "Cl", "N", "C", "C", "N", "C", "C", "H", "H", "H", "H", "H", "H", "H", "H", "H", "H", "H"], "positions_angstrom": [[-0.492, 0.664, -0.048], [1.620, 4.245, 0.852], [1.293, 2.814, 1.013], [0.347, 2.377, 0.225], [1.909, 1.929, 1.930], [2.806, 2.432, 2.905], [3.379, 1.588, 3.833], [3.093, 0.224, 3.809], [2.233, -0.324, 2.856], [1.661, 0.527, 1.938], [0.864, -0.056, 0.962], [1.244, 4.610, -0.100], [2.688, 4.431, 0.945], [1.110, 4.800, 1.649], [3.022, 3.490, 2.940], [4.050, 1.983, 4.583], [3.549, -0.430, 4.542], [2.029, -1.385, 2.828], [-2.634, 0.978, 0.379], [-2.779, -2.850, -2.910], [-2.074, -3.309, -1.662], [-1.837, -2.135, -0.726], [-1.054, -1.031, -1.379], [-1.773, -0.597, -2.624], [-2.012, -1.748, -3.588], [-3.733, -2.542, -2.691], [-2.885, -3.641, -3.556], [-1.145, -3.780, -1.986], [-2.693, -4.063, -1.177], [-1.289, -2.491, 0.147], [-2.776, -1.702, -0.380], [-0.156, -1.431, -1.668], [-1.182, 0.162, -3.139], [-2.713, -0.138, -2.310], [-1.081, -2.191, -3.944], [-2.586, -1.409, -4.449]], "lumo_ev": [-12.16, -12.30], "multiplicity": 4, "e_above_lowest_kj_mol": 0.0, "e_homo_ha": [-0.6868, -0.6910], "max_force_ev_per_a": 0.49, "charge": 3}